5 unconnected molecules or ions with the total composition C31H28N5O16 in a non-equilibrium geometry, computed with ωB97M-V/def2-TZVPD.

Positions of all 80 atoms, in Å:
1 N 0.800 2.091 0.938
2 C 0.556 0.673 0.692
3 N -0.810 0.359 0.163
4 C -1.306 -0.847 0.177
5 N -2.646 -1.014 -0.343
6 N -0.643 -1.990 0.705
7 C 0.437 -2.445 -0.148
8 C 0.247 -2.920 -1.518
9 C 1.308 -3.360 -2.402
10 N 2.600 -3.383 -1.984
11 C 2.798 -2.980 -0.711
12 C 1.857 -2.489 0.276
13 H 0.688 2.613 0.068
14 H 0.180 2.420 1.679
15 H 1.285 0.366 -0.114
16 H 0.826 0.050 1.584
17 H -1.374 1.123 -0.216
18 H -3.240 -0.710 0.448
19 H -2.814 -0.332 -1.101
20 H -0.254 -1.814 1.637
21 H -0.795 -2.905 -1.930
22 H 1.072 -3.697 -3.439
23 H 3.862 -3.032 -0.358
24 H 2.166 -2.177 1.304
25 C -6.093 -4.337 -0.549
26 C -5.185 -3.701 0.195
27 C -5.553 -3.031 1.478
28 O -4.681 -2.475 2.131
29 C -6.950 -3.064 1.894
30 C -7.865 -3.698 1.150
31 C -7.492 -4.392 -0.122
32 O -8.349 -4.971 -0.759
33 O -9.156 -3.740 1.510
34 O -3.890 -3.630 -0.171
35 H -5.837 -4.826 -1.479
36 H -7.206 -2.560 2.816
37 H -9.607 -4.254 0.813
38 H -3.450 -3.122 0.535
39 C -3.896 0.337 -5.373
40 C -4.126 -0.133 -6.606
41 C -4.282 -1.598 -6.867
42 O -4.508 -1.980 -7.996
43 C -4.149 -2.514 -5.734
44 C -3.917 -2.043 -4.506
45 C -3.788 -0.576 -4.244
46 O -3.593 -0.188 -3.100
47 O -3.789 -2.872 -3.446
48 O -4.227 0.687 -7.660
49 H -3.783 1.393 -5.171
50 H -4.247 -3.572 -5.936
51 H -3.629 -2.297 -2.674
52 H -4.394 0.107 -8.430
53 C 5.823 4.384 -0.120
54 C 6.620 3.999 -1.124
55 C 6.381 2.722 -1.864
56 O 7.116 2.417 -2.782
57 C 5.258 1.883 -1.440
58 C 4.467 2.268 -0.436
59 C 4.690 3.556 0.284
60 O 3.928 3.871 1.181
61 O 3.426 1.513 -0.021
62 O 7.669 4.741 -1.512
63 H 5.983 5.306 0.422
64 H 5.105 0.953 -1.971
65 H 3.015 2.013 0.716
66 H 8.079 4.250 -2.251
67 C 4.649 4.966 6.172
68 C 4.431 4.499 4.939
69 C 4.274 3.037 4.674
70 O 4.057 2.664 3.536
71 C 4.392 2.116 5.803
72 C 4.614 2.582 7.037
73 C 4.745 4.047 7.306
74 O 4.928 4.428 8.446
75 O 4.730 1.756 8.090
76 O 4.341 5.323 3.876
77 H 4.763 6.021 6.378
78 H 4.294 1.059 5.594
79 H 4.885 2.336 8.861
80 H 4.180 4.744 3.101

The calculation puts the molar mass at 726.6 g mol⁻¹. As for the HOMO energy: -11.239 eV. The calculation puts the total energy at -72801.9046 eV. The spin multiplicity is 1. As for the HOMO-LUMO gap: 6.9 eV. The net charge is +1. Its maximum force is 0.0889 Eh/bohr.

Results of the Mulliken charge analysis, in e, for atoms 1 through 2:
1. N -0.520
2. C -0.634